C5H7ClN2 | ωB97M-V/def2-TZVPD

* frontier orbital gap: 8.5 eV
* total charge: 0
* SMILES: C=CC(/C=C/Cl)=N\N
* electronic energy: -764.29181 Eh
* largest force on an atom: 0.082 Eh/bohr
* ΔE to the lowest compared entry with this formula, charge and spin: 369.37 kJ/mol

Last column: Löwdin charge in e.
Cartesian coordinates (Å):
C1 -0.36939 -2.76707 0.60968  0.000
C2 -0.36251 -1.72471 1.50707  -0.146
C3 0.02655 -0.44788 0.95221  -0.376
C4 0.59591 -0.21589 -0.39113  -0.147
C5 0.04863 0.79996 -1.19065  -0.578
Cl1 0.69536 1.27987 -2.70444  0.583
N1 -0.28396 0.70849 1.50414  -0.002
N2 -0.89547 0.75427 2.71798  0.023
H1 0.07502 -2.66277 -0.57709  0.141
H2 -0.68711 -3.70559 1.09069  0.043
H3 -0.73540 -1.89818 2.62943  0.140
H4 1.50285 -0.82377 -0.70705  0.123
H5 -0.66476 1.60167 -0.87063  0.070
H6 -1.19211 1.64323 2.92481  0.048
H7 -1.49863 -0.01811 3.00749  0.079